[1]
A structure of composition C22H26BN9S3Tc. Source: the OMol25 dataset; level of theory: wB97M-V/def2-TZVPD.

Structure (XYZ):
```
62
Properties=species:S:1:pos:R:3
Tc 0.227 -0.359 0.034
C 2.600 2.657 -3.719
C 3.035 2.218 -2.374
N 4.159 2.489 -1.800
N 4.105 1.869 -0.586
C 2.971 1.213 -0.372
S 2.470 0.330 0.991
N 2.272 1.426 -1.519
N 0.990 0.902 -1.718
H 3.388 3.266 -4.154
H 1.687 3.252 -3.665
H 2.423 1.801 -4.373
H 4.892 1.929 0.043
H 0.972 0.330 -2.562
H 0.319 1.662 -1.822
C -3.365 -2.554 1.247
N -2.942 -1.525 2.192
C -3.776 -0.773 2.986
C -2.980 0.011 3.756
N -1.673 -0.257 3.432
B -0.432 0.327 4.162
N 0.185 1.572 3.369
C 1.074 2.368 4.052
C 1.422 3.407 3.259
N 0.738 3.244 2.077
C 0.818 4.161 0.952
C 0.005 2.112 2.167
S -0.987 1.503 0.857
C -1.677 -1.187 2.481
S -0.276 -1.879 1.707
H -4.445 -2.646 1.309
H -2.908 -3.505 1.509
H -3.079 -2.272 0.235
H -4.846 -0.882 2.953
H -3.232 0.721 4.524
H 0.423 -0.506 4.253
H -0.806 0.770 5.208
H 1.362 2.135 5.062
H 2.062 4.253 3.438
H 0.586 5.170 1.285
H 0.093 3.864 0.201
H 1.824 4.148 0.529
C 2.613 -3.820 -1.346
C 1.787 -4.378 -2.313
C 0.580 -3.773 -2.610
C 0.207 -2.616 -1.938
N 1.029 -2.073 -1.009
C 2.199 -2.668 -0.717
C -1.064 -1.899 -2.133
C -2.010 -2.296 -3.076
C -3.202 -1.601 -3.201
C -3.451 -0.507 -2.384
C -2.514 -0.107 -1.440
C -1.311 -0.796 -1.291
H 3.557 -4.270 -1.078
H 2.079 -5.285 -2.826
H -0.078 -4.204 -3.349
H 2.798 -2.196 0.049
H -1.828 -3.146 -3.719
H -3.934 -1.911 -3.934
H -4.382 0.036 -2.479
H -2.757 0.743 -0.814
```

Computed properties:
- orbital gap (spin up / spin down) (eV) = 8.16 / 6.94
- E_LUMO (spin up / spin down) (eV) = -5.900 / -7.174
- <S²> = 3.785
- multiplicity = 4
- total charge = +2
- E (Eh) = -2646.58515

***

[2]
A structure of composition C33H45MoN6O5PS2 in a non-equilibrium geometry. Source: the OMol25 dataset; level of theory: wB97M-V/def2-TZVPD.

Structure (XYZ):
```
93
Properties=species:S:1:pos:R:3
Mo 0.409 0.428 0.457
O 0.902 0.497 2.236
C 1.829 0.724 3.203
C 1.460 0.735 4.530
C 2.471 0.917 5.468
C 3.806 1.073 5.082
C 4.150 1.042 3.743
C 3.146 0.866 2.785
C 3.452 0.792 1.395
N 2.593 0.691 0.421
N 3.215 0.688 -0.832
C 2.338 0.535 -1.743
O 1.029 0.494 -1.322
C 2.570 0.403 -3.167
C 3.886 0.415 -3.642
C 4.115 0.291 -4.999
C 3.043 0.155 -5.877
C 1.736 0.142 -5.406
C 1.495 0.269 -4.048
H 0.428 0.588 4.819
H 2.216 0.926 6.520
H 4.573 1.208 5.832
H 5.184 1.145 3.434
H 4.494 0.826 1.088
H 4.713 0.526 -2.952
H 5.128 0.301 -5.379
H 3.230 0.063 -6.939
H 0.912 0.035 -6.098
H 0.479 0.262 -3.675
N 0.059 6.345 1.232
C 0.704 5.181 0.504
C 0.124 3.839 0.958
N 0.689 2.741 0.136
H 0.451 7.237 0.910
H 0.211 6.304 2.244
H -0.952 6.391 1.076
H 1.772 5.263 0.703
H 0.538 5.356 -0.559
H -0.960 3.823 0.857
H 0.362 3.644 2.004
H 1.704 2.825 0.113
H 0.381 2.845 -0.833
C 0.576 -6.063 -0.310
N -0.078 -4.777 -0.008
N 0.644 -3.625 0.097
C -0.242 -2.639 0.314
O 0.199 -1.389 0.538
C -1.519 -3.137 0.366
C -1.377 -4.512 0.151
C -2.426 -5.571 0.094
C 2.077 -3.583 -0.067
C 2.594 -3.068 -1.245
C 3.969 -3.087 -1.425
C 4.793 -3.615 -0.438
C 4.252 -4.123 0.738
C 2.879 -4.108 0.934
H 1.251 -5.933 -1.151
H -0.210 -6.759 -0.580
H 1.114 -6.428 0.561
H -2.429 -2.600 0.560
H -3.357 -5.184 0.498
H -2.143 -6.449 0.674
H -2.602 -5.882 -0.938
H 1.931 -2.716 -2.028
H 4.393 -2.720 -2.349
H 5.864 -3.653 -0.595
H 4.898 -4.545 1.496
H 2.444 -4.503 1.844
C -4.362 -0.989 1.974
C -4.698 -0.597 0.558
C -6.174 -0.520 0.279
O -4.168 0.788 0.277
P -2.764 1.388 0.156
S -1.550 1.221 1.768
S -1.559 0.458 -1.146
O -2.961 2.898 -0.146
C -4.041 3.527 -1.033
C -5.341 3.610 -0.276
C -4.114 2.799 -2.351
H -4.806 -1.965 2.174
H -4.790 -0.281 2.684
H -3.288 -1.060 2.154
H -4.199 -1.229 -0.180
H -6.663 0.170 0.969
H -6.610 -1.510 0.423
H -6.373 -0.209 -0.746
H -3.623 4.521 -1.169
H -5.836 2.643 -0.207
H -5.999 4.289 -0.819
H -5.199 4.014 0.726
H -4.472 1.775 -2.222
H -3.156 2.789 -2.871
H -4.836 3.310 -2.989
```

Computed properties:
- orbital gap (eV) = 5.17
- E_LUMO (eV) = -12.659
- total charge = +4
- E (Eh) = -3193.92166

***

[3]
A cluster of 2 separate species, C5H12NS in total in a non-equilibrium geometry. Source: the OMol25 dataset; level of theory: wB97M-V/def2-TZVPD.

Structure (XYZ):
```
19
Properties=species:S:1:pos:R:3
C -0.683 0.996 2.063
C 0.643 1.674 1.824
C 1.807 1.260 2.336
H -1.033 0.423 1.145
H -0.648 0.328 2.937
H -1.445 1.787 2.355
H 0.653 2.620 1.214
H 2.700 1.834 2.152
H 1.973 0.249 2.806
C -0.815 -0.587 -2.457
C 0.440 -0.960 -1.765
S 0.207 -1.376 -0.005
N -1.574 0.432 -1.726
H -1.545 -1.505 -2.623
H -0.600 -0.118 -3.458
H 1.159 -0.107 -1.854
H 0.971 -1.798 -2.284
H -0.829 1.024 -1.317
H -2.009 -0.045 -0.916
```

Computed properties:
- orbital gap (spin up / spin down) (eV) = 10.19 / 7.00
- E_LUMO (spin up / spin down) (eV) = 0.890 / -1.986
- <S²> = 0.753
- multiplicity = 2
- E (Eh) = -650.54724

***

[4]
A structure of composition C26H20BrN2O2PPd. Source: the OMol25 dataset; level of theory: wB97M-V/def2-TZVPD.

Structure (XYZ):
```
53
Properties=species:S:1:pos:R:3
Pd 1.101 -1.151 1.159
Br 3.785 -1.459 -1.154
C 4.283 -1.257 0.661
C 5.618 -1.228 1.022
C 5.910 -1.052 2.366
C 4.875 -0.908 3.279
C 3.573 -0.953 2.818
N 3.292 -1.133 1.520
C 2.387 -0.787 3.771
O 2.640 -0.577 4.942
O 1.228 -0.802 3.218
H 6.388 -1.337 0.273
H 6.941 -1.023 2.693
H 5.032 -0.761 4.337
C -3.851 3.644 1.074
C -3.395 2.738 2.021
C -2.350 1.879 1.714
C -1.768 1.916 0.447
C -2.228 2.829 -0.501
C -3.266 3.692 -0.185
P -0.473 0.692 0.106
C 0.389 1.267 -1.387
C 0.416 0.511 -2.557
C 1.168 0.935 -3.646
C 1.890 2.116 -3.579
C 1.868 2.875 -2.415
C 1.129 2.448 -1.325
C -1.293 -0.797 -0.446
C -2.478 -1.148 -1.325
C -2.493 -2.671 -1.570
C -1.262 -3.457 -1.671
C -0.253 -3.122 -0.866
C -0.466 -1.973 0.015
H -4.661 4.319 1.318
H -3.847 2.706 3.004
H -1.981 1.177 2.452
H -1.771 2.863 -1.483
H -3.620 4.401 -0.922
H -0.136 -0.419 -2.621
H 1.184 0.339 -4.550
H 2.473 2.445 -4.429
H 2.434 3.795 -2.356
H 1.127 3.036 -0.413
H -3.039 -0.460 -1.940
H -3.331 -2.976 -2.186
H -1.206 -4.284 -2.368
H 0.694 -3.644 -0.858
C -4.240 -2.318 0.409
C -2.925 -2.079 -0.248
N -1.767 -1.708 0.648
H -5.029 -2.403 -0.339
H -4.484 -1.496 1.083
H -4.212 -3.242 0.989
```

Computed properties:
- orbital gap (spin up / spin down) (eV) = 7.58 / 7.27
- E_LUMO (spin up / spin down) (eV) = 0.138 / -1.033
- <S²> = 2.006
- multiplicity = 3
- E (Eh) = -4305.86716

***

Q: Which formula does entry 3 have?
A: C5H12NS

***

Q: The highest E belongs to which entry?
A: C5H12NS

***

Q: Look up the E of the fourth one.
A: -4305.86716 Eh